[1]
Entry from the OMol25 dataset: C43H57N7O5PPdS2 as an isolated structure at a distorted geometry (ωB97M-V/def2-TZVPD).

Geometry as XYZ:
```
116
Properties=species:S:1:pos:R:3:mulliken_charge:R:1
Pd -0.710 0.414 -0.522 -0.80
C 4.514 -1.570 5.492 -1.14
O 4.092 -1.437 4.134 -0.33
C 3.953 -2.560 3.403 0.64
C 4.432 -3.786 3.841 -0.58
C 4.364 -4.891 2.996 -0.73
C 3.926 -4.836 1.701 -1.05
C 3.401 -3.632 1.305 0.51
C 3.404 -2.490 2.100 -0.07
N 2.839 -1.278 1.634 0.25
C 1.556 -1.171 1.054 -1.79
N 0.832 -2.328 0.886 0.77
C -0.547 -2.491 0.538 -0.69
C -1.461 -1.514 0.033 0.03
C -2.791 -1.937 -0.207 0.55
C -3.206 -3.208 0.128 -1.04
C -2.375 -4.122 0.696 -0.65
C -1.020 -3.758 0.820 1.43
O -0.170 -4.603 1.393 -0.60
C -0.197 -4.921 2.796 -0.77
N 0.993 -0.045 0.720 2.10
C 1.559 1.180 1.114 -0.44
C 1.813 2.193 0.220 0.86
C 2.126 3.484 0.655 -1.33
C 2.195 3.747 2.016 -0.74
C 1.962 2.722 2.936 -0.76
C 1.715 1.454 2.485 0.32
O 1.604 0.397 3.314 -0.02
C 1.319 0.707 4.653 -0.86
H 4.318 -0.600 5.885 0.25
H 5.591 -1.746 5.609 0.38
H 3.925 -2.286 6.042 0.52
H 4.845 -3.835 4.836 0.50
H 4.725 -5.858 3.363 0.34
H 4.018 -5.689 1.024 0.42
H 2.992 -3.533 0.298 0.27
H 3.073 -0.460 2.176 0.52
H 1.189 -3.158 1.302 0.35
H -3.456 -1.235 -0.734 0.30
H -4.254 -3.496 -0.149 0.35
H -2.725 -4.991 1.197 0.51
H -1.150 -5.351 3.060 0.38
H -0.079 -4.003 3.434 0.20
H 0.579 -5.637 3.018 0.29
H 1.638 1.987 -0.854 -0.53
H 2.361 4.260 -0.026 0.54
H 2.466 4.740 2.374 0.43
H 2.066 3.010 3.980 0.50
H 1.039 -0.233 5.118 0.26
H 0.592 1.499 4.728 0.28
H 2.210 1.085 5.202 0.34
C 1.975 -1.594 -4.858 -1.69
C 1.670 -0.799 -3.591 2.07
C 1.407 -1.875 -2.502 -2.09
C 2.976 0.004 -3.148 -1.22
P 0.168 0.383 -3.750 0.49
N 0.038 1.010 -2.217 -0.59
C -1.410 -0.452 -4.231 2.71
C -1.602 -0.529 -5.769 -1.76
C -1.541 -1.907 -3.689 -1.72
C -2.507 0.424 -3.497 -2.03
C 0.623 1.785 -4.858 1.91
C -0.630 2.636 -5.036 -2.06
C 1.622 2.754 -4.129 -1.53
C 1.203 1.426 -6.229 -1.92
H 2.770 -2.289 -4.451 0.48
H 2.411 -0.998 -5.648 0.34
H 1.169 -2.217 -5.188 0.33
H 2.336 -2.316 -2.139 0.87
H 0.775 -2.732 -2.902 0.09
H 0.858 -1.593 -1.626 -0.11
H 3.736 -0.710 -2.750 0.48
H 2.742 0.663 -2.303 0.23
H 3.371 0.711 -3.892 0.32
H -0.773 -0.893 -6.390 0.32
H -1.981 0.393 -6.257 0.34
H -2.362 -1.229 -6.021 0.56
H -0.919 -2.676 -4.164 0.32
H -2.589 -2.162 -3.880 0.63
H -1.308 -1.951 -2.638 0.12
H -2.266 1.467 -3.485 0.28
H -2.501 -0.058 -2.527 0.04
H -3.481 0.154 -3.947 0.59
H -0.995 3.108 -4.141 0.48
H -1.493 2.094 -5.475 0.31
H -0.482 3.353 -5.828 0.63
H 1.642 2.622 -3.043 0.11
H 1.326 3.780 -4.388 0.52
H 2.635 2.602 -4.535 0.34
H 0.543 0.847 -6.817 0.27
H 2.168 0.956 -6.050 0.40
H 1.368 2.402 -6.674 0.57
N -3.278 6.163 5.368 -0.46
C -3.119 4.902 4.758 1.12
C -1.866 4.293 4.553 -1.03
C -1.827 3.093 3.861 0.27
C -2.978 2.439 3.420 -0.33
C -4.234 3.029 3.704 -0.70
C -4.285 4.258 4.336 -0.88
S -2.875 0.859 2.692 0.95
O -1.563 0.377 2.936 -0.36
O -4.017 0.089 3.041 -0.75
N -2.865 1.164 1.031 0.08
C -3.915 1.273 0.300 0.18
S -5.575 0.831 0.774 0.00
C -6.128 1.324 -0.718 -0.45
C -5.065 1.723 -1.556 -0.31
N -3.854 1.642 -1.034 -0.15
H -2.478 6.741 5.650 0.19
H -4.191 6.503 5.541 0.18
H -1.010 4.846 4.788 0.41
H -0.878 2.695 3.548 0.39
H -5.135 2.534 3.480 0.54
H -5.256 4.691 4.503 0.28
H -7.126 1.631 -0.989 0.45
H -5.258 2.114 -2.538 0.46
```

Values from the calculation:
E in hartree: -3697.4155
E_LUMO (spin up / spin down) in eV: -1.498 / -4.475
Orbital gap (spin up / spin down) in eV: 7.946 / 5.308
Charge: +1
Multiplicity: 5

=====

[2]
Entry from the OMol25 dataset: a 7-piece molecular cluster, C43H58BrN8O4PS overall at a distorted geometry (ωB97M-V/def2-TZVPD).

Geometry as XYZ:
```
116
Properties=species:S:1:pos:R:3:mulliken_charge:R:1
N -1.099 -1.234 2.390 -0.12
C -2.085 -0.869 3.395 -1.41
C -2.623 0.543 3.172 -0.02
O -1.628 1.526 3.339 -0.52
C -3.373 0.664 1.824 -1.73
C -2.786 1.640 0.774 1.50
C -1.310 1.271 0.482 -0.26
O -0.450 2.026 1.006 -0.81
O -1.132 0.275 -0.223 -0.65
C -3.582 1.300 -0.522 -0.65
C -2.886 1.516 -1.897 -1.94
C -2.727 0.151 -2.554 0.21
C -1.904 0.089 -3.862 -1.03
O -3.326 -0.030 -3.776 -0.55
C -4.828 2.260 -0.492 -0.52
Br -6.564 1.444 -0.614 -0.09
C -4.598 3.121 0.758 -1.19
N -3.115 3.107 0.922 1.09
C -2.276 4.057 0.074 -0.72
C -3.042 5.180 -0.627 -0.47
C -2.025 6.222 -1.035 -0.55
C -1.733 7.304 -0.203 -0.07
C -0.768 8.227 -0.596 -0.71
C -0.110 8.055 -1.808 -0.40
C -0.390 6.976 -2.642 -0.76
C -1.359 6.054 -2.253 -0.33
P -2.885 3.785 2.615 0.38
S -3.778 5.456 2.948 -0.33
H -0.209 -0.769 2.508 -0.11
H -0.875 -2.220 2.425 0.24
H -1.663 -0.899 4.405 0.42
H -2.905 -1.574 3.297 0.50
H -3.322 0.674 3.999 0.58
H -0.781 1.235 2.990 0.17
H -4.431 0.813 2.031 0.35
H -3.336 -0.305 1.342 0.84
H -4.019 0.312 -0.555 1.53
H -1.876 1.900 -1.840 0.39
H -3.513 2.024 -2.625 0.49
H -2.643 -0.684 -1.882 0.67
H -1.535 1.098 -3.800 0.43
H -1.378 -0.809 -3.580 0.30
H -4.815 2.988 -1.288 0.45
H -5.049 2.775 1.683 0.78
H -5.080 4.081 0.617 0.59
H -1.547 4.517 0.733 0.79
H -1.694 3.527 -0.664 0.20
H -3.832 5.622 -0.032 0.62
H -3.479 4.786 -1.545 0.15
H -2.265 7.369 0.736 0.43
H -0.545 9.045 0.070 0.41
H 0.654 8.759 -2.104 0.36
H 0.126 6.819 -3.575 0.41
H -1.590 5.196 -2.865 0.50
H -3.436 2.767 3.393 0.05
H -1.509 3.788 2.837 0.06
N 2.321 0.106 4.034 0.08
C 3.554 -0.219 3.546 -0.86
C 4.228 -0.907 4.521 -0.32
C 3.360 -1.000 5.645 -0.94
C 2.192 -0.369 5.310 -0.25
H 1.620 0.617 3.529 0.17
H 3.843 0.071 2.549 0.77
H 5.229 -1.299 4.443 0.53
H 3.571 -1.477 6.587 0.44
H 1.284 -0.217 5.869 0.41
N 5.183 -2.120 1.160 0.16
C 6.485 -2.401 1.471 -0.39
C 7.034 -3.074 0.412 -0.70
C 6.025 -3.193 -0.582 -0.53
C 4.896 -2.594 -0.091 -0.58
H 4.540 -1.639 1.762 0.13
H 6.905 -2.103 2.417 0.47
H 8.046 -3.438 0.354 0.45
H 6.117 -3.666 -1.545 0.43
H 3.917 -2.465 -0.522 0.51
N 5.782 -4.737 4.533 0.14
C 7.011 -5.108 4.064 -0.38
C 7.650 -5.803 5.055 -0.57
C 6.766 -5.855 6.169 -0.36
C 5.623 -5.190 5.815 -0.57
H 5.103 -4.210 4.014 0.18
H 7.321 -4.846 3.067 0.37
H 8.638 -6.226 4.992 0.40
H 6.950 -6.327 7.120 0.40
H 4.715 -5.000 6.362 0.38
N -1.662 1.502 -7.278 0.06
C -2.749 1.853 -6.529 -0.50
C -3.161 3.092 -6.943 -0.71
C -2.286 3.503 -7.987 -0.40
C -1.373 2.499 -8.171 -0.54
H -1.154 0.642 -7.185 0.22
H -3.136 1.194 -5.773 0.69
H -3.996 3.643 -6.543 0.41
H -2.323 4.427 -8.538 0.40
H -0.548 2.408 -8.856 0.39
N 1.294 -5.249 2.161 0.10
C 0.298 -6.083 1.734 -0.74
C -0.072 -5.685 0.478 -0.32
C 0.738 -4.568 0.131 0.09
C 1.571 -4.325 1.190 -0.86
H 1.754 -5.307 3.050 0.17
H -0.060 -6.884 2.358 0.39
H -0.838 -6.145 -0.126 0.38
H 0.712 -4.005 -0.788 0.42
H 2.334 -3.579 1.335 0.35
N -0.609 -4.647 -3.703 0.07
C 0.435 -4.587 -4.583 -0.49
C 0.020 -3.874 -5.675 -0.47
C -1.328 -3.484 -5.441 -0.48
C -1.687 -3.977 -4.214 -0.51
H -0.589 -5.111 -2.813 0.19
H 1.379 -5.053 -4.357 0.38
H 0.616 -3.652 -6.543 0.40
H -1.956 -2.906 -6.098 0.49
H -2.607 -3.908 -3.660 0.43
```

Values from the calculation:
E in hartree: -5725.6909
E_LUMO in eV: 0.113
Structure (SMILES): NC[C@@H](O)C[C@@]1(C(=O)[O-])[C@H](C[C@@H]2CO2)[C@@H](Br)C[N@@+]1(CCc1ccccc1)[PH2]=S.c1cc[nH]c1.c1cc[nH]c1.c1cc[nH]c1.c1cc[nH]c1.c1cc[nH]c1.c1cc[nH]c1
Orbital gap in eV: 8.202
Charge: 0

=====

[3]
Entry from the OMol25 dataset: a 8-piece molecular cluster, C43H58O23 overall at a distorted geometry (ωB97M-V/def2-TZVPD).

Geometry as XYZ:
```
124
Properties=species:S:1:pos:R:3:mulliken_charge:R:1
C 7.222 -5.059 2.438 -1.19
C 7.592 -4.190 1.221 -0.54
C 7.066 -2.755 1.403 -0.80
C 5.867 -2.401 0.522 -0.55
C 4.715 -3.413 0.553 -0.29
C 3.512 -3.047 1.402 0.71
C 3.352 -1.804 2.011 -0.53
C 2.242 -1.483 2.790 -1.06
C 1.244 -2.427 3.010 -0.94
C 1.377 -3.668 2.401 1.08
C 2.480 -3.990 1.601 0.44
C 2.469 -5.350 0.995 0.24
O 3.443 -6.036 0.808 -0.56
C 1.119 -5.878 0.658 -0.66
C 0.085 -5.572 1.435 -0.57
C 0.303 -4.676 2.591 -0.13
O -0.329 -4.776 3.612 -0.46
H 7.370 -6.118 2.248 0.33
H 7.792 -4.752 3.313 0.38
H 6.178 -4.877 2.686 0.28
H 8.672 -4.218 1.111 0.38
H 7.114 -4.663 0.366 0.35
H 7.867 -2.067 1.134 0.42
H 6.865 -2.591 2.461 0.36
H 5.556 -1.391 0.769 0.09
H 6.233 -2.357 -0.503 0.38
H 4.356 -3.533 -0.469 0.36
H 5.047 -4.391 0.869 0.36
H 4.090 -1.033 1.883 0.18
H 2.155 -0.503 3.230 0.51
H 0.380 -2.203 3.614 0.52
H 1.012 -6.518 -0.203 0.42
H -0.908 -5.945 1.239 0.43
C 1.386 2.361 -0.851 -1.35
C 2.446 2.738 0.147 0.60
C 3.744 3.239 -0.440 -0.12
O 4.689 2.911 0.591 -0.40
C 4.198 1.841 1.261 0.54
O 4.809 1.207 2.061 -0.55
O 2.922 1.592 0.892 -0.25
H 0.603 1.774 -0.371 0.43
H 0.935 3.251 -1.286 0.21
H 1.804 1.751 -1.655 0.31
H 2.047 3.453 0.872 0.29
H 3.748 4.310 -0.630 0.05
H 4.025 2.701 -1.349 0.20
C -0.781 -4.639 6.598 -1.45
C -1.853 -4.858 7.634 0.64
C -2.874 -5.919 7.301 -0.49
O -4.021 -5.476 8.049 -0.35
C -3.917 -4.133 8.178 0.66
O -4.776 -3.423 8.604 -0.61
O -2.710 -3.704 7.766 -0.35
H -0.261 -3.700 6.787 0.39
H -0.055 -5.451 6.622 0.43
H -1.200 -4.581 5.596 0.36
H -1.405 -5.041 8.615 0.17
H -2.583 -6.920 7.610 0.35
H -3.137 -5.925 6.241 0.27
C -3.759 -1.441 10.885 -1.25
C -2.409 -1.805 11.448 0.44
C -1.528 -0.651 11.864 -0.51
O -0.213 -1.213 11.726 -0.35
C -0.283 -2.179 10.776 0.59
O 0.656 -2.727 10.297 -0.53
O -1.572 -2.431 10.453 -0.17
H -4.192 -2.298 10.367 0.20
H -4.429 -1.126 11.686 0.40
H -3.680 -0.632 10.157 0.34
H -2.524 -2.520 12.269 0.24
H -1.695 -0.320 12.886 0.31
H -1.611 0.200 11.184 0.31
C -1.034 2.445 -5.709 -1.20
C -1.493 2.552 -4.283 0.67
C -2.796 3.278 -4.050 -0.09
O -2.631 3.756 -2.699 -0.39
C -1.306 3.911 -2.491 0.62
O -0.821 4.444 -1.540 -0.57
O -0.594 3.371 -3.498 -0.27
H 0.017 2.161 -5.743 0.31
H -1.622 1.704 -6.247 0.38
H -1.125 3.403 -6.227 0.26
H -1.516 1.560 -3.822 0.18
H -3.669 2.636 -4.121 -0.10
H -2.922 4.141 -4.708 0.26
C 3.775 6.936 -4.144 -1.60
C 3.636 5.482 -3.774 0.90
C 4.870 4.633 -3.971 -0.49
O 4.305 3.329 -4.169 -0.35
C 3.064 3.499 -4.692 0.60
O 2.387 2.629 -5.130 -0.51
O 2.705 4.805 -4.638 -0.37
H 2.794 7.403 -4.223 0.38
H 4.354 7.467 -3.389 0.40
H 4.271 7.049 -5.109 0.37
H 3.257 5.387 -2.751 0.01
H 5.542 4.631 -3.115 0.29
H 5.426 4.908 -4.870 0.36
C -7.925 0.253 -5.651 -1.45
C -6.485 -0.173 -5.775 0.48
C -5.636 0.019 -4.541 -0.53
O -4.320 0.163 -5.106 -0.30
C -4.472 0.667 -6.353 0.66
O -3.580 1.079 -7.027 -0.54
O -5.770 0.651 -6.721 -0.34
H -8.385 0.331 -6.636 0.36
H -8.485 -0.471 -5.060 0.39
H -8.006 1.232 -5.176 0.34
H -6.423 -1.205 -6.132 0.28
H -5.666 -0.822 -3.853 0.34
H -5.882 0.938 -4.004 0.30
C -3.169 5.147 -9.192 -1.53
C -4.413 4.507 -8.629 0.88
C -5.679 4.745 -9.415 -0.47
O -6.684 4.612 -8.397 -0.33
C -6.115 4.948 -7.213 0.64
O -6.709 5.101 -6.197 -0.55
O -4.772 5.079 -7.355 -0.37
H -2.375 5.156 -8.447 0.32
H -2.822 4.596 -10.066 0.40
H -3.357 6.182 -9.482 0.37
H -4.248 3.438 -8.468 0.04
H -5.843 4.020 -10.208 0.32
H -5.734 5.756 -9.825 0.30
```

Values from the calculation:
E in hartree: -3403.9524
E_LUMO in eV: -0.666
Structure (SMILES): CCCCCc1cccc2c1C(=O)C=CC2=O.C[C@@H]1COC(=O)O1.C[C@@H]1COC(=O)O1.C[C@@H]1COC(=O)O1.C[C@@H]1COC(=O)O1.C[C@@H]1COC(=O)O1.C[C@@H]1COC(=O)O1.C[C@@H]1COC(=O)O1
Orbital gap in eV: 8.534
Charge: 0

=====

Question: What is the E in the third record?
Answer: -3403.9524 hartree

=====

Question: Which formula does entry 2 have?
Answer: C43H58BrN8O4PS